Record 1
The following is a DFT calculation (wB97M-V/def2-TZVPD) of a molecular structure, C16H47O8PbS7 in a non-equilibrium geometry.

Properties
LUMO level: -1.53 eV
charge: +1
electronic energy: -114817.877 eV
frontier orbital gap: 8.67 eV
E_HOMO: -0.3748 Eh

```
79
C16H47O8PbS7 (wB97M-V/def2-TZVPD)
Pb -1.0891 -0.4982 -0.1982
C 1.4137 0.1924 -3.7335
C 0.6527 0.6513 -2.4118
O -0.3347 -0.3340 -2.1824
H 1.8712 0.9703 -4.3805
H 0.6546 -0.3642 -4.3108
H 2.2537 -0.4744 -3.5007
H 0.1433 1.6209 -2.6225
H 1.3339 0.8252 -1.4674
C -2.8448 4.3950 -1.2228
S -2.0303 3.1742 -0.2741
O -2.1627 1.8461 -0.9557
C -0.2916 3.6301 -0.5973
H -2.7574 5.3364 -0.6559
H -3.8769 4.2253 -1.3435
H -2.4604 4.4686 -2.2207
H 0.2329 2.7476 -0.1048
H -0.0512 4.6193 -0.2602
H -0.2288 3.4825 -1.6389
C -0.0269 -4.3302 3.2073
S -1.4929 -3.3031 3.2344
O -1.2829 -2.1558 2.2135
C -2.4926 -4.4386 2.2207
H -0.2447 -5.0621 3.9820
H 0.7534 -3.5683 3.4428
H 0.1660 -4.8085 2.2810
H -3.5598 -4.0392 2.1884
H -2.5199 -5.5132 2.5088
H -2.0919 -4.2309 1.2363
C 1.5399 -0.6933 2.9130
S 2.6318 -1.0559 1.5899
O 1.8565 -0.3898 0.4767
C 4.0771 -0.1400 2.0700
H 1.8783 -1.2692 3.7937
H 0.5582 -1.0117 2.5636
H 1.5161 0.4069 3.0787
H 4.9047 -0.3849 1.4014
H 4.3168 -0.5739 3.0691
H 3.8680 0.9181 2.2019
C 5.1007 4.5865 0.3080
S 3.8432 3.3908 0.7062
O 2.5936 4.1388 1.1745
C 3.5109 2.5369 -0.9425
H 5.0845 5.2927 1.1323
H 4.9246 5.1266 -0.6137
H 6.1357 4.1494 0.2920
H 4.3481 2.1375 -1.4734
H 2.9593 3.2489 -1.6066
H 2.8657 1.7433 -0.7244
C -2.2535 1.4873 3.5039
S -0.6655 1.8585 2.8537
O -0.7298 1.6100 1.3827
C -0.7367 3.6474 3.0839
H -2.4172 0.3643 3.4438
H -3.1335 1.8789 2.9931
H -2.1662 1.7809 4.5452
H -1.7053 3.9522 2.7564
H 0.1488 4.0785 2.6419
H -0.6035 3.8087 4.1999
C -0.2071 -5.3483 -1.4453
S -0.1651 -3.5578 -1.7832
O -0.4432 -3.0241 -0.3814
C 1.6291 -3.4164 -1.9006
H 0.2336 -5.8852 -2.2868
H -1.2480 -5.5549 -1.3366
H 0.3243 -5.3936 -0.4886
H 1.9730 -4.0114 -2.7832
H 2.0971 -3.8296 -0.9802
H 1.7145 -2.3572 -1.9389
C -4.0098 -2.6426 -3.1520
S -4.3411 -1.2612 -2.0202
O -3.3013 -1.4736 -0.9435
C -3.7160 0.1135 -3.1675
H -4.2446 -3.6348 -2.7824
H -2.9384 -2.6227 -3.4093
H -4.4595 -2.6833 -4.1540
H -4.4203 0.1157 -3.9747
H -2.8099 -0.2757 -3.6778
H -3.5542 1.0543 -2.6425
```



Record 2
The following is a DFT calculation (wB97M-V/def2-TZVPD) of 9 unconnected molecules or ions with the total composition C16H48BF4O16 in a non-equilibrium geometry.

Properties
LUMO level (alpha / beta): -0.90 / -7.03 eV
charge: 0
electronic energy: -61673.575 eV
2S+1: 2
frontier orbital gap (alpha / beta): 8.43 / 2.29 eV
E_HOMO (alpha / beta): -0.3427 / -0.3424 Eh
<S²>: 0.76

```
85
C16H48BF4O16 (wB97M-V/def2-TZVPD)
B -10.5082 -16.6543 -26.8098
F -11.1887 -15.7775 -27.6725
F -11.3829 -17.4047 -26.0250
F -9.7332 -17.4792 -27.5905
F -9.7562 -15.9969 -25.8659
C -7.2374 -19.0920 -29.8905
C -5.7533 -19.1649 -30.3431
O -4.8935 -19.0938 -29.2431
O -7.5923 -20.3259 -29.2822
H -7.8740 -18.9237 -30.7592
H -7.3910 -18.2403 -29.2277
H -5.5080 -18.2141 -30.8164
H -5.6032 -20.0074 -31.0182
H -4.0274 -19.3857 -29.5367
H -6.8254 -20.9003 -29.2222
C -7.8604 -12.9167 -22.8310
C -7.9601 -13.5968 -24.2200
O -6.7244 -14.1695 -24.5485
O -7.4419 -13.8267 -21.8355
H -8.8250 -12.5318 -22.5003
H -7.2526 -12.0121 -22.8114
H -8.1806 -12.7848 -24.9130
H -8.7238 -14.3723 -24.2774
H -6.5564 -14.9988 -24.0950
H -7.8474 -14.6798 -22.0068
C -10.8484 -20.5887 -28.1329
C -12.0382 -19.6438 -27.8830
O -13.3086 -20.2479 -28.2188
O -10.3656 -20.5218 -29.4767
H -10.9731 -21.6334 -27.8478
H -10.0014 -20.2536 -27.5342
H -12.0870 -18.6281 -28.2754
H -12.1236 -19.4850 -26.8080
H -13.8298 -20.2427 -27.4126
H -9.4302 -20.3401 -29.3597
C -11.7013 -16.3102 -30.8019
C -10.4860 -17.2659 -30.9289
O -9.3698 -16.9905 -30.0770
O -12.6606 -16.6210 -31.7357
H -11.3396 -15.2823 -30.8270
H -12.0618 -16.3589 -29.7743
H -10.0240 -17.1436 -31.9086
H -10.8236 -18.3023 -30.9282
H -9.5447 -17.0994 -29.1394
H -13.1798 -17.3522 -31.3932
C -7.7245 -14.5989 -28.6602
C -6.4057 -13.7649 -28.7483
O -5.8298 -13.7942 -27.4652
O -8.7074 -13.9554 -27.9413
H -7.5076 -15.5886 -28.2583
H -8.1190 -14.8491 -29.6450
H -6.6529 -12.7698 -29.1181
H -5.6988 -14.2006 -29.4543
H -6.5850 -13.6637 -26.8870
H -9.2848 -14.6585 -27.6350
C -7.9398 -18.6532 -24.9838
C -6.8837 -17.5494 -25.0911
O -6.5393 -17.0182 -23.8201
O -9.1142 -18.2768 -24.2768
H -7.6152 -19.5031 -24.3834
H -8.1389 -19.0271 -25.9881
H -7.1849 -16.8428 -25.8644
H -6.0732 -18.1445 -25.5120
H -6.0306 -17.6322 -23.2856
H -9.5203 -17.5497 -24.7543
C -13.0663 -14.1505 -25.3412
C -12.4318 -12.7900 -25.2883
O -13.2722 -11.6834 -25.3790
O -13.3571 -14.6035 -26.6461
H -14.0036 -14.0523 -24.7936
H -12.3694 -14.8346 -24.8571
H -11.6576 -12.6297 -26.0386
H -11.8675 -12.7088 -24.3592
H -14.1742 -11.9013 -25.6252
H -12.5477 -14.9161 -27.0567
C -13.2525 -19.4685 -23.1212
C -13.4884 -17.9708 -23.5221
O -14.3452 -17.2761 -22.7450
O -12.7098 -19.4549 -21.8436
H -12.5956 -19.8988 -23.8770
H -14.2698 -19.8515 -23.0407
H -13.8325 -17.9478 -24.5561
H -12.5681 -17.4014 -23.6525
H -14.9563 -16.7084 -23.2203
H -13.3702 -19.0205 -21.2988
```



Record 3
The following is a DFT calculation (wB97M-V/def2-TZVPD) of a molecular structure, C16H48F4InN2O16S4 in a non-equilibrium geometry.

Properties
LUMO level: -10.51 eV
charge: +1
electronic energy: -112468.259 eV
frontier orbital gap: 1.00 eV
E_HOMO: -0.4231 Eh
ΔE to the lowest compared entry with this formula, charge and spin: 879.6 kJ/mol

```
91
C16H48F4InN2O16S4 (wB97M-V/def2-TZVPD)
In -0.2458 -3.1197 4.7696
N 4.4885 -3.2275 7.1869
S 5.2759 -3.8802 8.3177
O 5.4126 -3.0974 9.5271
O 6.2748 -4.9529 8.0154
F 4.1437 -4.9224 8.7017
S 5.8516 -2.2425 6.8414
O 7.0760 -2.8702 6.3556
O 6.0750 -1.0409 7.6360
F 5.2960 -1.6360 5.5462
N -0.9405 -0.8030 0.1497
S 0.0485 -0.0434 -0.7645
O 0.1737 1.3721 -0.5006
O 0.5241 -0.6917 -1.9965
F 1.3426 -0.4583 0.1929
S -2.1609 -0.7670 -1.1240
O -2.3039 -2.0047 -1.7886
O -2.4153 0.4726 -1.8673
F -3.4435 -0.7771 -0.1569
C -8.4499 -4.5348 -3.9999
C -9.7484 -5.0366 -3.4058
O -9.4313 -6.0306 -2.4768
H -7.9909 -5.2859 -4.6427
H -7.7491 -4.1405 -3.2640
H -8.6970 -3.6706 -4.6166
H -10.5888 -5.3377 -4.0313
H -10.1625 -4.2189 -2.8159
H -9.3985 -6.9098 -2.8608
C -0.7732 -8.5849 -0.4785
C -1.7041 -7.9135 0.5096
O -1.4346 -6.5449 0.5500
H 0.2603 -8.7373 -0.1674
H -0.6733 -7.9223 -1.3382
H -1.1558 -9.5559 -0.7930
H -1.4263 -8.3577 1.4654
H -2.7757 -8.0409 0.3556
H -1.8330 -6.1211 -0.2137
C 5.2853 -4.5527 -0.9273
C 4.1674 -5.2832 -0.2206
O 3.9807 -4.9789 1.1212
H 6.1056 -4.3299 -0.2450
H 4.8412 -3.7383 -1.4997
H 5.7424 -5.2429 -1.6364
H 4.3006 -6.3428 -0.4388
H 3.2341 -5.0601 -0.7376
H 4.6586 -5.4136 1.6439
C 2.8133 2.1426 -7.5810
C 3.9683 2.5496 -8.5267
O 3.7107 1.9414 -9.7600
H 1.8307 2.4800 -7.9105
H 3.0427 2.3669 -6.5393
H 2.9083 1.0608 -7.4872
H 4.9690 2.3184 -8.1617
H 3.8832 3.6082 -8.7719
H 3.8152 2.7131 -10.3214
C -0.1640 8.2522 3.5769
C -0.3282 7.1790 2.4495
O -0.1655 5.9722 2.9922
H -0.1034 9.2532 3.1497
H 0.7709 8.1622 4.1300
H -0.9419 8.2892 4.3395
H 0.2692 7.3777 1.5597
H -1.3835 7.1666 2.1771
H 0.1662 5.4217 2.2790
C -6.5331 1.8009 4.5620
C -4.9943 1.8673 4.9301
O -4.6132 0.7551 5.6514
H -6.9281 2.6989 4.0868
H -7.1123 1.6369 5.4707
H -6.6866 0.8726 4.0117
H -4.8890 2.6847 5.6436
H -4.3382 1.9490 4.0636
H -4.9912 0.8682 6.5266
C 7.5570 3.6790 1.8709
C 7.5785 3.0601 0.4613
O 8.2905 3.8099 -0.4793
H 7.1530 2.9361 2.5586
H 6.8863 4.5362 1.8128
H 8.6042 3.8546 2.1173
H 6.5929 2.8852 0.0298
H 8.1971 2.1630 0.4864
H 8.8138 3.1527 -0.9438
C -4.6681 6.3019 -3.9793
C -3.4446 7.2977 -3.8505
O -3.7071 8.2424 -2.7790
H -4.8653 5.6652 -3.1169
H -4.3022 5.6176 -4.7448
H -5.5733 6.7138 -4.4253
H -3.1624 7.7529 -4.7998
H -2.6430 6.6360 -3.5222
H -4.3389 8.8828 -3.1141
```



Record 4
The following is a DFT calculation (wB97M-V/def2-TZVPD) of a molecular structure, C16H48FO8S8Zr in a non-equilibrium geometry.

Properties
LUMO level (alpha / beta): -3.96 / -3.97 eV
charge: +2
electronic energy: -124411.295 eV
2S+1: 2
frontier orbital gap (alpha / beta): 2.55 / 8.91 eV
E_HOMO (alpha / beta): -0.2392 / -0.4733 Eh
<S²>: 0.75

```
82
C16H48FO8S8Zr (wB97M-V/def2-TZVPD)
Zr 14.3432 37.3075 -35.0627
F 16.4253 36.6449 -35.2154
C 16.9203 33.5583 -33.9052
S 15.0946 33.9116 -33.5370
O 14.5423 35.0296 -34.4481
C 14.4281 32.4662 -34.3820
H 17.1874 32.7919 -33.1776
H 17.5707 34.4168 -33.7375
H 17.1580 33.0947 -34.8625
H 14.6514 32.3523 -35.4428
H 13.3693 32.3011 -34.1826
H 14.9252 31.6839 -33.8084
C 17.3698 38.8841 -37.9753
S 15.7950 38.0332 -38.1360
O 14.9512 38.2026 -36.8681
C 15.1835 38.9674 -39.5748
H 18.0624 38.4259 -37.2693
H 17.1610 39.9364 -37.7825
H 17.7437 38.8846 -38.9991
H 14.3236 38.5502 -40.0988
H 15.9489 39.0257 -40.3487
H 14.9794 39.9898 -39.2569
C 13.0285 33.5851 -37.8136
S 14.2577 35.0747 -37.8922
O 14.0433 35.9353 -36.6392
C 15.8817 34.1985 -37.7634
H 13.2970 32.8874 -37.0203
H 13.2217 33.0333 -38.7335
H 11.9910 33.9184 -37.8360
H 16.0424 33.6849 -38.7113
H 16.0412 33.6284 -36.8481
H 16.5701 35.0253 -37.5880
C 11.1983 40.8237 -34.2666
S 12.6499 40.0037 -33.4564
O 13.0959 38.7969 -34.3183
C 11.6614 39.3532 -32.0446
H 11.5356 41.3704 -35.1471
H 10.5895 41.4487 -33.6132
H 10.5110 40.0437 -34.5940
H 11.3154 40.0995 -31.3295
H 12.2576 38.6555 -31.4564
H 10.7408 38.9668 -32.4820
C 11.0940 35.6738 -32.1685
S 11.0738 35.9568 -33.9845
O 12.4848 36.4487 -34.3052
C 10.9242 34.1911 -34.5022
H 11.9102 35.0827 -31.7534
H 10.1618 35.1417 -31.9790
H 10.9358 36.5632 -31.5584
H 11.8342 33.7267 -34.1222
H 11.0369 33.9973 -35.5689
H 10.0078 33.8751 -34.0037
C 10.3104 37.0485 -37.4446
S 11.4778 38.4153 -37.0187
O 12.6253 37.6940 -36.3505
C 12.0065 38.7333 -38.6989
H 9.7428 37.2774 -38.3466
H 9.5224 37.0589 -36.6916
H 10.8344 36.1234 -37.6847
H 12.8362 39.4381 -38.6445
H 11.1780 39.2202 -39.2134
H 12.4774 37.8464 -39.1228
C 15.3837 38.5570 -30.6157
S 14.9078 36.9195 -31.3787
O 14.7192 37.0863 -32.8773
C 16.5080 36.0104 -31.0512
H 15.2954 38.4179 -29.5383
H 14.6108 39.2797 -30.8776
H 16.3860 38.8415 -30.9360
H 16.3289 34.9419 -31.1707
H 16.7832 36.0468 -29.9972
H 17.4110 36.2252 -31.6226
C 18.2048 39.3736 -33.8513
S 16.5868 39.9860 -34.5709
O 15.4257 38.9808 -34.4979
C 16.1506 41.0561 -33.1919
H 18.7473 40.2699 -33.5506
H 18.6994 38.8370 -34.6610
H 18.1590 38.7584 -32.9526
H 15.9552 40.5663 -32.2380
H 15.2656 41.5734 -33.5623
H 17.0389 41.6675 -33.0332
```



Record 5
The following is a DFT calculation (wB97M-V/def2-TZVPD) of 8 unconnected molecules or ions with the total composition C16H48O16 in a non-equilibrium geometry.

Properties
LUMO level: 0.10 eV
SMILES string: OCCO.OCCO.OCCO.OCCO.OCCO.OCCO.OCCO.OCCO
charge: 0
electronic energy: -50121.363 eV
frontier orbital gap: 9.76 eV
E_HOMO: -0.3551 Eh
ΔE to the lowest compared entry with this formula, charge and spin: 569.4 kJ/mol

```
80
C16H48O16 (wB97M-V/def2-TZVPD)
O 1.8503 9.9376 31.8731
C 2.1364 10.3853 30.5489
C 0.8223 10.6578 29.7529
O 0.0331 9.4845 29.4023
H 1.1011 9.3398 31.8185
H 2.9724 11.0820 30.4874
H 2.6370 9.5312 30.0928
H 1.0827 11.2256 28.8596
H 0.1478 11.3446 30.2642
H -0.1325 8.9137 30.1562
O -7.3339 13.2364 25.4815
C -7.5830 11.9804 25.0364
C -6.3257 11.1430 25.1040
O -5.6381 11.2667 26.3089
H -6.9056 13.0303 26.3156
H -8.2993 11.6350 25.7819
H -8.0416 11.8201 24.0607
H -5.6980 11.7019 24.4099
H -6.3417 10.1661 24.6207
H -4.7404 11.3083 25.9713
O -1.9783 17.8535 30.6556
C -1.8693 16.6414 29.8328
C -3.2392 16.4327 29.1882
O -3.3105 17.1446 27.9026
H -1.1519 18.2897 30.8757
H -1.1454 16.6338 29.0179
H -1.6768 15.7891 30.4844
H -4.1330 16.5828 29.7937
H -3.2335 15.4220 28.7802
H -4.1215 16.9806 27.4157
O -14.7932 18.0623 28.7797
C -15.4348 16.7761 28.6550
C -14.2555 15.7592 28.8187
O -13.2565 15.8340 27.8236
H -14.7153 18.1621 29.7313
H -16.3902 16.6012 29.1498
H -15.8261 16.7873 27.6377
H -14.6841 14.7751 28.6294
H -13.7954 15.7839 29.8065
H -12.6095 15.1324 27.9270
O -7.2355 11.7047 32.2340
C -8.4253 11.1116 32.6322
C -9.6035 12.1052 32.1574
O -9.9466 11.8255 30.8365
H -7.1815 11.4563 31.3082
H -8.4429 10.1206 32.1787
H -8.6365 10.9454 33.6885
H -9.2247 13.0996 32.3935
H -10.4166 11.7676 32.8001
H -10.5417 11.0783 30.9326
O -11.7453 14.5455 18.5319
C -11.0892 15.7830 18.0938
C -11.0734 15.9195 16.5701
O -9.9801 15.2548 16.0551
H -11.7009 14.4996 19.4898
H -11.5429 16.6956 18.4802
H -10.0418 15.8130 18.3939
H -10.9319 16.9739 16.3329
H -11.9586 15.5408 16.0591
H -10.0657 14.3355 16.3178
O -4.7653 2.6169 23.3436
C -4.2422 3.4975 24.4144
C -3.1578 2.8586 25.2929
O -2.1357 2.1303 24.6035
H -5.5204 2.1505 23.7095
H -3.8011 4.4048 24.0019
H -5.1867 3.6967 24.9207
H -3.5604 2.0492 25.9019
H -2.7116 3.5094 26.0448
H -2.4588 1.7937 23.7645
O -13.8027 14.0346 23.1310
C -15.1137 13.6383 23.0843
C -16.0314 14.8187 22.6269
O -17.2911 14.3063 22.2475
H -13.7466 14.4868 23.9760
H -15.2499 12.8856 22.3078
H -15.4344 13.3175 24.0754
H -15.5821 15.1266 21.6828
H -15.9885 15.5592 23.4256
H -17.4548 13.4921 22.7289
```